1.
# C5H8FNaO4

A structure of composition C5H8FNaO4 at a distorted geometry (wB97M-V/def2-TZVPD, the Open Molecules 2025 dataset).

energy above the lowest of the compared OMol25 structures with the same formula, charge and spin: 338.16 kJ/mol
largest force on an atom: 1.823 eV Å⁻¹
gap between HOMO and LUMO: 0.0922 hartree

Geometry (Å):
C1 3.776078 -0.957879 3.408023
O1 2.434089 -1.207255 3.603383
C2 4.673824 -2.173473 3.657317
H1 3.977422 -0.600898 2.364981
H2 4.138103 -0.135661 4.071679
H3 5.737429 -1.924311 3.512406
H4 4.541067 -2.537300 4.688789
H5 4.415973 -2.995779 2.971788
C3 -0.925081 -0.910835 -0.133281
O2 -0.383685 0.255375 0.213741
C4 0.256942 0.180735 1.476689
C5 0.541289 -1.306717 1.677465
O3 -0.507883 -1.902798 0.595217
O4 -1.855277 -0.978406 -0.919189
F1 -0.656161 0.625192 2.405998
H6 1.148331 0.854402 1.480842
H7 1.481329 -1.596779 1.191297
H8 0.086279 -1.680478 2.600581
Na1 -3.006335 -2.991028 -2.034820

Forces on the atoms, in the same order (eV/Å):
-1.0 0.1 0.1
0.0 0.1 -0.6
0.2 -0.2 0.1
0.2 0.0 0.0
0.1 -0.1 -0.1
-0.1 0.0 0.0
0.0 0.1 -0.3
0.0 0.2 0.2
-0.9 -0.2 1.6
0.2 0.7 -0.5
0.6 0.0 0.5
-0.9 0.0 -1.3
0.8 0.5 0.4
-0.1 -0.7 -1.3
0.3 -0.1 -0.4
-0.8 -0.7 0.1
-0.2 -0.2 1.3
1.2 -0.2 -0.2
0.5 0.8 0.5

---

2.
# C5H8FO4Yb

A structure of composition C5H8FO4Yb at a distorted geometry (wB97M-V/def2-TZVPD, the Open Molecules 2025 dataset).

<S²>: 2.01
energy above the lowest of the compared OMol25 structures with the same formula, charge and spin: 178.14 kJ/mol
total charge: +1
largest force on an atom: 2.842 eV Å⁻¹
gap between HOMO and LUMO (alpha / beta): 0.2473 / 0.1538 hartree
multiplicity: 3

Geometry (Å):
C1 2.045364 -0.748498 0.413800
O1 1.233175 -0.808079 -0.743806
C2 3.252212 0.157237 0.234588
H1 1.448746 -0.420346 1.285481
H2 2.372990 -1.779368 0.616530
H3 3.868948 0.142259 1.144434
H4 3.866722 -0.186803 -0.608817
H5 2.952679 1.198031 0.045815
C3 -2.848364 0.793579 -0.015801
O2 -2.069293 -0.138986 0.621817
C4 -1.123352 -0.862327 -0.100421
C5 -0.007006 -0.026625 -0.719356
O3 -2.397929 1.415631 -0.970229
O4 -3.987582 0.886996 0.527918
F1 -1.774495 -1.578717 -1.091487
H6 -0.714827 -1.594673 0.606726
H7 0.154115 0.871599 -0.102193
H8 -0.230599 0.182370 -1.769484
Yb1 -6.041504 2.496719 0.624487

Forces on the atoms, in the same order (eV/Å):
-0.1 -0.1 1.0
-2.1 1.1 -0.4
0.3 0.3 -0.3
0.1 0.0 -0.3
-0.1 0.2 -0.2
-0.2 -0.1 -0.2
-0.2 0.1 0.3
0.0 -0.3 0.0
-2.0 -0.2 1.1
0.7 0.1 -0.5
-1.0 -1.6 0.1
2.8 -0.4 0.0
0.4 0.0 -0.1
0.5 0.9 -0.8
0.5 0.6 0.5
0.0 0.3 -0.1
-0.2 -0.2 -0.2
-0.3 0.1 0.2
0.8 -0.6 -0.1

---

3.
# C5H8I2N3

The ion C5H8I2N3 with charge +1 at a distorted geometry (wB97M-V/def2-TZVPD, the Open Molecules 2025 dataset).

energy above the lowest of the compared OMol25 structures with the same formula, charge and spin: 0.49 kJ/mol
SMILES string: C[NH2+]/C(I)=C/N=C\N=C/I
total charge: +1
largest force on an atom: 4.348 eV Å⁻¹
gap between HOMO and LUMO: 0.3305 hartree

Geometry (Å):
C1 2.906103 1.192870 1.224908
C2 2.660452 -0.057650 -0.830401
C3 0.379172 -0.700214 -0.115870
C4 -0.628146 0.206305 -0.186456
C5 -2.901061 -0.805690 -0.493315
N1 2.889882 0.994989 0.020639
N2 1.577728 -0.709456 -0.748155
N3 -2.020022 0.195537 0.166641
I1 2.582869 -0.300145 2.658509
I2 -0.392093 1.885830 -1.451679
H1 2.948952 2.184192 1.595427
H2 3.541947 -0.245945 -1.518858
H3 0.414929 -1.698883 0.450588
H4 -2.836901 -0.640855 -1.584379
H5 -2.712696 -1.882066 -0.237545
H6 -3.999797 -0.815459 -0.277772
H7 -2.161571 -0.042528 1.206931
H8 -2.249746 1.239167 0.120787

Forces on the atoms, in the same order (eV/Å):
-0.5 -0.7 0.8
0.6 0.3 1.4
0.6 -1.7 1.3
2.1 0.7 -1.9
-1.8 -1.3 -2.0
0.5 0.5 -2.4
-0.3 -0.1 -1.7
-1.3 -0.6 4.1
0.1 -0.2 0.4
0.3 -0.1 0.0
0.2 0.8 0.6
-1.6 -0.2 0.6
-1.2 1.6 -0.4
0.2 -0.3 0.5
1.0 1.2 -0.1
0.9 1.2 0.4
0.6 0.6 -1.4
-0.6 -1.8 -0.3

---

4.
# C5H8I2NO

The ion C5H8I2NO with charge +1 at a distorted geometry (wB97M-V/def2-TZVPD, the Open Molecules 2025 dataset).

energy above the lowest of the compared OMol25 structures with the same formula, charge and spin: 0.00 kJ/mol
SMILES string: C=C(C=[NH2+])[C@H](I)[C@H](O)I
total charge: +1
largest force on an atom: 6.033 eV Å⁻¹
gap between HOMO and LUMO: 0.2795 hartree

Geometry (Å):
C1 -0.435575 -0.962010 -1.614310
C2 0.209247 -0.302867 -0.597337
C3 0.529365 1.229026 -0.570799
C4 0.339608 -1.241578 0.638613
C5 -0.199843 2.041162 0.412429
N1 0.093597 -2.501157 0.596817
O1 -0.108327 1.350842 1.703451
I1 -2.453816 1.951599 -0.192258
I2 2.734501 1.258989 -0.114815
H1 -0.581183 -0.620863 -2.622226
H2 0.438614 1.662995 -1.625924
H3 0.800914 -0.772774 1.547794
H4 -0.076828 3.038667 0.402711
H5 -0.362519 -2.947395 -0.319536
H6 0.221390 -3.137607 1.442048
H7 -0.631589 -1.988077 -1.463485
H8 -0.517552 1.941051 2.376826

Forces on the atoms, in the same order (eV/Å):
2.1 1.9 1.1
-2.1 -1.4 0.0
1.2 -1.5 -1.8
1.3 2.4 -0.8
-2.5 -5.1 2.0
-1.2 -2.0 -0.6
-0.4 2.2 -1.3
1.2 0.1 0.2
-0.9 0.2 -0.2
-0.3 0.5 -0.1
0.1 -0.8 1.6
-0.7 -0.8 -0.7
0.9 3.3 0.2
1.5 1.0 3.0
-0.2 1.3 -1.6
-0.5 -0.7 -0.5
0.4 -0.6 -0.5

---

5.
# C5H8IN2O

A structure of composition C5H8IN2O at a distorted geometry (wB97M-V/def2-TZVPD, the Open Molecules 2025 dataset).

energy above the lowest of the compared OMol25 structures with the same formula, charge and spin: 423.69 kJ/mol
total charge: +1
largest force on an atom: 4.118 eV Å⁻¹
gap between HOMO and LUMO: 0.3003 hartree

Geometry (Å):
C1 0.228880 0.561851 1.484390
C2 -1.234702 -1.649121 -0.578470
C3 0.575318 -2.245452 -0.453882
C4 0.419416 1.742373 -0.682775
C5 -0.286427 0.817175 0.282263
N1 -0.420126 -2.218057 0.418553
N2 -0.129015 -1.405867 -1.394136
O1 -0.238873 -0.241627 2.473655
I1 -2.293393 0.169277 0.166858
H1 1.196093 0.973581 1.542443
H2 -2.064696 -2.355046 -0.971154
H3 1.404897 1.987883 -0.214570
H4 0.671054 1.237391 -1.624405
H5 -0.248256 2.633619 -0.856543
H6 -0.647069 -2.933741 1.176839
H7 -0.142583 -1.219155 -2.371040
H8 0.218268 -0.276297 3.318821

Forces on the atoms, in the same order (eV/Å):
0.0 -1.0 0.5
-3.1 -2.4 -1.2
2.4 -0.3 -2.1
-0.7 0.1 0.0
-0.4 0.6 1.3
-1.2 -1.0 1.7
-0.4 -0.4 2.6
-0.9 0.4 -1.1
0.4 0.6 -0.5
1.3 0.2 0.9
1.2 1.4 0.5
-0.9 0.2 -0.4
-0.3 0.2 0.1
1.1 -0.7 0.0
0.5 1.6 -1.5
0.5 -0.3 -0.6
0.5 0.5 -0.2

---

6.
# C5H8IN2O4P2

The ion C5H8IN2O4P2 with charge -1 at a distorted geometry (wB97M-V/def2-TZVPD, the Open Molecules 2025 dataset).

energy above the lowest of the compared OMol25 structures with the same formula, charge and spin: 97.08 kJ/mol
SMILES string: O=[P@@](O)(I)[C@@](O)(Cn1ccnc1)P[O-]
total charge: -1
largest force on an atom: 3.924 eV Å⁻¹
gap between HOMO and LUMO: 0.2343 hartree

Geometry (Å):
C1 1.838509 2.358683 -0.384095
C2 1.467039 1.109770 -0.830314
C3 0.956556 1.315976 1.212790
C4 0.135053 -0.780502 0.078314
C5 -1.342661 -0.601508 -0.326021
N1 1.541891 2.421738 0.923477
N2 0.894711 0.397042 0.169766
O1 -2.403175 0.527544 2.114927
O2 -1.828198 2.236912 0.170072
O3 -1.378717 -0.124551 -1.673279
O4 -1.994355 -2.266757 1.564390
P1 -2.354738 -2.112211 0.110551
P2 -2.232929 0.802820 0.453288
I1 -4.512127 0.451103 -0.151019
H1 2.291811 3.070651 -0.958616
H2 1.709050 0.731755 -1.762846
H3 0.636995 1.089330 2.218142
H4 0.175517 -1.298558 1.121029
H5 0.777645 -1.500155 -0.582554
H6 -0.839884 0.724225 -1.561625
H7 -2.611049 -0.407187 2.261530
H8 -1.587692 -3.009763 -0.788642

Forces on the atoms, in the same order (eV/Å):
-1.1 -3.3 0.2
0.5 1.3 -0.6
-0.5 -1.6 1.2
0.7 -3.4 1.8
1.4 0.4 -0.6
0.0 1.4 0.8
1.0 3.4 1.2
0.7 1.0 -2.3
-0.2 -2.8 0.2
1.0 1.3 0.1
0.7 -0.2 1.8
-1.4 -1.0 -2.1
-0.1 2.2 3.2
-0.8 0.3 -0.5
1.1 1.9 -1.0
0.0 -1.0 -1.7
-0.3 -0.3 -0.1
-0.4 0.9 -1.7
-1.9 1.1 0.6
-1.0 -1.2 -1.0
0.3 -0.7 -0.1
0.4 0.3 0.5

---

7.
# C5H8IN3

A structure of composition C5H8IN3 at a distorted geometry (wB97M-V/def2-TZVPD, the Open Molecules 2025 dataset).

energy above the lowest of the compared OMol25 structures with the same formula, charge and spin: 116.18 kJ/mol
largest force on an atom: 8.015 eV Å⁻¹
gap between HOMO and LUMO: 0.3487 hartree

Geometry (Å):
C1 1.450418 2.104722 -0.992871
C2 0.236084 0.988222 0.277453
C3 -0.636664 -1.966243 -1.089632
C4 -0.460502 -1.699675 0.370728
C5 -0.918597 0.189025 0.738034
N1 0.431778 1.217636 -0.990799
N2 1.876533 2.450708 0.228722
N3 1.156373 1.657015 1.031299
I1 -1.324797 0.333923 2.840544
H1 1.825719 2.694188 -1.940803
H2 -1.635972 -1.898448 -1.434977
H3 -0.263309 -3.055083 -1.130225
H4 -0.206878 -1.353033 -1.838402
H5 0.424750 -1.959774 0.777333
H6 -1.399925 -2.087370 0.883720
H7 -1.777520 0.513112 0.292312
H8 1.222509 1.871076 1.977565

Forces on the atoms, in the same order (eV/Å):
1.2 2.4 -0.8
-0.3 -0.1 1.3
0.9 -2.4 0.4
-6.7 4.4 -0.5
4.0 -3.9 1.4
0.1 0.3 -0.6
0.5 -0.4 -1.8
-0.9 -0.1 -2.3
0.2 0.0 -0.3
-0.7 -1.6 2.2
-1.4 -0.5 0.3
-0.6 1.4 -0.8
1.6 0.6 -0.2
2.8 -0.4 1.6
1.7 0.0 -0.2
-2.2 0.3 -1.5
-0.3 -0.1 1.8